# 1
Computed, not measured: the molecule CH3N3O2 in a non-equilibrium geometry, with ωB97M-V/def2-TZVPD.

The geometry in ORCA input format:
```
! wB97M-V def2-TZVPD RIJCOSX def2/J DEFGRID3
* xyz 0 1
C 0.1390 -1.0177 0.0915
N -0.6625 -1.6317 -0.8099
N -0.1787 0.2240 0.5468
N -0.3167 -2.9010 -1.1130
O -0.7419 -3.8622 -0.5216
O 0.4628 -2.9325 -2.0279
H 0.9995 -1.6666 0.5224
H 0.5773 0.7724 1.0447
H -0.9617 0.6829 0.1857
*
```

The LUMO energy is 0.55 eV. The calculation puts the frontier orbital gap at 10.253 eV. The relative energy (zero: lowest compared OMol25 entry of this formula, charge and spin) is 105.3 kcal per mole. Its SMILES is N/C=N/[N+](=O)[O-]. The calculated total energy comes out at -9646.86603 eV.

---

# 2
Computed, not measured: a 19-piece molecular cluster, C26H73N22O37 overall in a non-equilibrium geometry, with ωB97M-V/def2-TZVPD.

The geometry in ORCA input format:
```
! wB97M-V def2-TZVPD RIJCOSX def2/J DEFGRID3
* xyz 1 1
C 2.9255 2.1094 1.2411
C 2.2461 1.0947 2.1209
O 0.9384 0.7059 1.6661
C -0.0482 1.5003 2.2558
C -1.3917 1.0630 1.7391
N -2.5130 1.7924 2.4226
C -2.3855 3.1492 2.3442
N -1.6871 3.8786 3.1835
N -1.0274 3.4611 4.3440
N -3.1001 3.7443 1.3350
C -3.8968 2.6126 0.7258
C -3.8494 1.5309 1.8013
C -4.9787 1.6270 2.8237
H 3.8873 2.3656 1.6843
H 2.3504 3.0365 1.1818
H 3.0885 1.7307 0.2357
H 2.8389 0.1840 2.1883
H 2.1279 1.5173 3.1198
H 0.1258 2.5632 2.0235
H -0.0232 1.3694 3.3422
H -1.4507 1.2027 0.6563
H -1.5297 0.0050 1.9478
H -1.6587 4.8768 3.0236
H -0.2202 2.8850 4.1312
H -1.6733 2.9597 4.9501
H -3.7471 4.4229 1.7344
H -4.8983 2.9684 0.5056
H -3.4181 2.2994 -0.1979
H -3.8417 0.5507 1.3313
H -5.7609 2.2975 2.4718
H -5.4131 0.6513 3.0128
H -4.6216 2.0142 3.7790
C 4.9712 -1.8014 1.6801
N 5.7859 -1.2663 2.7976
O 5.9589 -0.0622 2.8444
O 6.2085 -2.0488 3.6237
H 4.6845 -0.9560 1.0638
H 5.5557 -2.5142 1.1107
H 4.1150 -2.2977 2.1272
C -8.5828 -0.6819 1.3116
N -7.3501 -0.2839 0.5822
O -6.2655 -0.4700 1.1069
O -7.4826 0.2043 -0.5196
H -8.2880 -1.0997 2.2661
H -9.1898 0.2120 1.4196
H -9.0994 -1.4103 0.6890
C -2.2094 5.0941 7.1748
N -2.7028 3.8716 7.8627
O -2.8503 3.8829 9.0569
O -2.9211 2.9205 7.1264
H -2.0457 5.8993 7.8806
H -1.2952 4.7959 6.6704
H -2.9749 5.3579 6.4508
C 1.9339 0.1503 6.9027
N 1.0161 1.1321 6.2645
O 1.4241 1.7684 5.3053
O -0.0984 1.2494 6.7223
H 2.8769 0.1745 6.3714
H 2.0427 0.4450 7.9422
H 1.4520 -0.8206 6.8388
C 7.6092 2.4500 3.5237
N 8.2657 3.7064 3.0658
O 9.0416 4.2548 3.8162
O 7.9665 4.0984 1.9550
H 7.9585 2.2265 4.5243
H 6.5382 2.6201 3.4944
H 7.8727 1.6694 2.8189
C -2.3066 5.2220 -1.6137
N -2.5491 5.6700 -3.0172
O -3.2962 6.6046 -3.1901
O -1.9722 5.0509 -3.8881
H -2.8806 5.8599 -0.9531
H -2.6198 4.1844 -1.5570
H -1.2396 5.3031 -1.4291
C 6.0320 1.4469 -2.4786
N 5.4042 0.3845 -1.6504
O 5.1717 0.6116 -0.4794
O 5.1386 -0.6511 -2.2222
H 6.2093 2.3195 -1.8615
H 6.9533 1.0344 -2.8798
H 5.3334 1.6586 -3.2836
C -5.6231 -2.2158 -1.8945
N -6.1309 -3.4556 -1.2528
O -6.4306 -3.4081 -0.0772
O -6.2114 -4.4466 -1.9484
H -5.6290 -1.4278 -1.1522
H -4.6201 -2.4197 -2.2540
H -6.2821 -1.9873 -2.7270
C -1.6335 -1.7684 -4.7775
N -1.5848 -1.5447 -3.3092
O -0.5035 -1.4031 -2.7806
O -2.6471 -1.4754 -2.7152
H -0.6187 -1.7520 -5.1559
H -2.1216 -2.7218 -4.9606
H -2.2147 -0.9529 -5.1943
C -9.4635 -4.9580 -0.4630
N -10.4912 -3.9758 -0.9045
O -10.3591 -2.8210 -0.5311
O -11.3861 -4.3779 -1.6071
H -8.7440 -4.4210 0.1427
H -9.9647 -5.7381 0.1017
H -8.9980 -5.3728 -1.3519
C -3.2574 1.9093 -8.1606
N -2.4726 0.7286 -7.7131
O -2.4401 -0.2550 -8.4142
O -1.8975 0.8376 -6.6423
H -3.6896 1.6887 -9.1286
H -4.0174 2.0910 -7.4071
H -2.5712 2.7503 -8.2095
C -4.7863 -7.1070 -3.7019
N -3.5279 -6.7363 -4.4082
O -2.4752 -6.9383 -3.8404
O -3.6459 -6.2305 -5.5047
H -4.5204 -7.5246 -2.7387
H -5.3565 -6.1887 -3.5979
H -5.3204 -7.8214 -4.3202
C 0.5289 -2.7944 1.3695
N 1.5241 -3.6270 2.0988
O 1.6566 -4.7837 1.7849
O 2.1417 -3.0641 2.9883
H 0.0429 -3.4038 0.6172
H -0.1733 -2.4279 2.1119
H 1.0738 -1.9601 0.9363
C -1.2013 5.4720 -5.7048
N -1.6285 5.0994 -7.0832
O -2.7956 5.2520 -7.3814
O -0.7784 4.6455 -7.8207
H -2.0639 5.8491 -5.1701
H -0.7987 4.5746 -5.2452
H -0.4225 6.2218 -5.8048
C 6.3857 -6.1722 0.1427
N 5.4369 -5.3432 -0.6500
O 4.9288 -5.8278 -1.6319
O 5.2282 -4.2109 -0.2479
H 6.4635 -7.1406 -0.3354
H 7.3355 -5.6465 0.1564
H 5.9821 -6.2438 1.1482
C 2.6420 -2.2947 -3.0318
N 2.5470 -1.9909 -4.4845
O 2.5239 -0.8214 -4.8202
O 2.4988 -2.9316 -5.2462
H 2.6680 -1.3508 -2.5036
H 1.7673 -2.8805 -2.7681
H 3.5509 -2.8665 -2.8707
C 6.5104 0.0545 -6.5350
N 7.4156 0.6822 -5.5319
O 7.6760 1.8599 -5.6442
O 7.8229 -0.0369 -4.6392
H 6.2288 0.8125 -7.2552
H 7.0598 -0.7612 -6.9947
H 5.6533 -0.3361 -5.9931
C 7.9032 -2.4452 6.2633
N 7.9851 -1.9252 7.6562
O 9.0728 -1.6326 8.0994
O 6.9323 -1.8208 8.2563
H 8.9047 -2.4807 5.8522
H 7.4498 -3.4302 6.3144
H 7.2622 -1.7716 5.7057
*
```

The LUMO energy is -3.26 eV. The calculation puts the frontier orbital gap at 8.688 eV. The calculated total energy comes out at -136626.42286 eV.

---

# 3
Computed, not measured: CH4Cl2N2O3PS as an isolated structure in a non-equilibrium geometry, with ωB97M-V/def2-TZVPD.

The geometry in ORCA input format:
```
! wB97M-V def2-TZVPD RIJCOSX def2/J DEFGRID3
* xyz -1 1
C -2.5814 -0.0725 -0.3127
N 0.5958 0.3017 0.7343
N 1.8739 0.2913 0.3621
O -0.3778 -1.3938 -1.3163
O 0.1382 -2.2805 1.0704
O -1.7150 -0.5446 0.7013
P -0.3604 -1.2244 0.1603
S 0.0296 1.6362 1.3691
Cl 2.3612 -1.0183 -0.4980
Cl 4.7396 1.8281 -0.3836
H -3.0712 -0.7510 -0.9170
H -1.9465 0.5652 -1.0302
H -3.2259 0.7275 0.2164
H 3.5399 1.9350 -0.1561
*
```

The LUMO energy (spin up / spin down) is 2.82 / 2.85 eV. The calculation puts the frontier orbital gap (spin up / spin down) at 7.748 / 7.775 eV. The relative energy (zero: lowest compared OMol25 entry of this formula, charge and spin) is 75.5 kcal per mole. The calculated total energy comes out at -55395.00374 eV.

---

# 4
Computed, not measured: a 2-piece molecular cluster, C6H10O overall, with ωB97M-V/def2-TZVPD.

The geometry in ORCA input format:
```
! wB97M-V def2-TZVPD RIJCOSX def2/J DEFGRID3
* xyz 0 1
C 1.9246 0.7612 0.4652
C 1.3097 -0.2543 1.0657
C -0.1456 -0.2330 1.4805
C -0.8986 -1.0950 0.5010
C -1.5477 -0.6897 -0.5990
C -1.7101 0.7126 -1.0349
O -1.2494 1.6929 -0.4831
H 1.4137 1.7040 0.2843
H 1.0974 0.0883 -1.9067
H 2.9544 0.6831 0.1244
H 1.8423 -1.1942 1.2190
H -0.2635 -0.6429 2.4918
H -0.5254 0.7892 1.4652
H -0.8424 -2.1703 0.6773
H -1.9871 -1.4344 -1.2603
H 0.8606 -0.0698 -2.5946
H -2.3115 0.8370 -1.9601
*
```

The LUMO energy is 0.13 eV. The calculation puts the frontier orbital gap at 9.785 eV. The relative energy (zero: lowest compared OMol25 entry of this formula, charge and spin) is 49.6 kcal per mole. Its SMILES is C=CC/C=C\C=O.[H][H]. The calculated total energy comes out at -8429.09089 eV.

---

# 5
Computed, not measured: C22H12F5INOPt as an isolated structure, with ωB97M-V/def2-TZVPD.

The geometry in ORCA input format:
```
! wB97M-V def2-TZVPD RIJCOSX def2/J DEFGRID3
* xyz -1 1
Pt -0.1121 0.6497 0.3152
C -1.3944 -3.0534 -1.5745
C -0.1959 -3.5391 -2.0991
C 0.9562 -2.8107 -1.9030
C 0.8972 -1.6101 -1.1874
C -0.2943 -1.0862 -0.6423
C -1.4480 -1.8667 -0.8695
C 2.0689 -0.7754 -0.9189
C 3.3712 -1.1402 -1.3838
C 4.4322 -0.3437 -1.1018
C 4.2249 0.8371 -0.3341
C 5.2862 1.7095 0.0159
C 5.0418 2.8264 0.7672
C 3.7251 3.1029 1.1955
C 2.6879 2.2783 0.8693
C 2.9287 1.1348 0.0900
N 1.8556 0.3324 -0.2164
H -2.3068 -3.6199 -1.7244
H -0.1720 -4.4710 -2.6494
H 1.8862 -3.1870 -2.3076
H -2.3994 -1.5375 -0.4907
H 3.4838 -2.0481 -1.9528
H 5.4290 -0.5965 -1.4416
H 6.2864 1.4668 -0.3229
H 5.8488 3.4941 1.0366
H 3.5169 3.9822 1.7922
H 1.6803 2.4430 1.1738
I 0.3660 4.4829 1.6740
C -0.5308 2.5671 1.3118
H -0.9884 2.3043 2.2625
H -1.3939 2.8702 0.7226
F -7.0963 -1.4478 0.8814
C -5.8500 -0.9324 0.8534
C -5.4422 -0.1278 -0.1977
F -6.3020 0.1342 -1.1986
C -4.1641 0.3986 -0.2267
F -3.8088 1.1640 -1.2723
C -3.2242 0.1617 0.7989
O -2.0557 0.6840 0.7929
C -3.6743 -0.6735 1.8432
F -2.8343 -0.9702 2.8492
C -4.9521 -1.2003 1.8734
F -5.3332 -1.9863 2.8965
*
```

The LUMO energy is 2.15 eV. The calculation puts the frontier orbital gap at 7.102 eV. The relative energy (zero: lowest compared OMol25 entry of this formula, charge and spin) is 15.7 kcal per mole. The calculated total energy comes out at -51481.84681 eV.

---

# 6
Computed, not measured: the molecule C21H18F2N4O3 in a non-equilibrium geometry, with ωB97M-V/def2-TZVPD.

The geometry in ORCA input format:
```
! wB97M-V def2-TZVPD RIJCOSX def2/J DEFGRID3
* xyz 0 1
O -0.1567 -1.5329 3.5958
O 0.2046 2.8150 2.5215
F -1.3035 -2.2086 -3.9106
F 3.1916 -1.4642 -2.3376
N 0.1746 -0.3928 -0.6956
O -1.6131 2.1026 -2.1297
C -0.0727 -0.6061 2.7993
C 0.2318 1.6497 2.2312
C 0.1450 -1.6937 -0.6676
C 1.9802 1.9792 5.7035
C -2.9690 1.9219 -2.2117
C -3.6479 2.3389 -1.1518
C -2.6126 2.5089 -0.1733
C 0.0131 -0.9542 1.3967
C 0.0232 0.0743 0.5613
C 1.2755 0.8594 5.2339
C -1.4100 2.4066 -0.8601
C 1.3954 -0.3529 -5.3404
C 0.1834 -1.0030 -5.2461
C 2.3666 -0.6269 -4.4190
C -0.0134 -1.7308 -4.0698
C 2.1615 -1.2540 -3.1913
C 0.9412 -1.8669 -3.0250
N -0.1126 -2.1243 0.6235
N 0.0515 0.7382 3.2171
N -0.0290 1.3696 0.9281
C 0.5971 -2.7025 -1.7607
C -0.2471 -3.5565 1.0853
C -0.1180 0.9497 4.6488
C -0.1132 2.3966 -0.1425
H 1.5862 2.9723 5.5891
H 2.9772 1.8986 6.2473
H -3.5281 1.7630 -3.1098
H -4.6988 2.4605 -0.9494
H -2.6966 2.6939 0.9204
H 1.7800 -0.1169 5.3931
H 1.5313 0.0150 -6.3424
H -0.6332 -0.9339 -6.0335
H 3.2815 -0.0901 -4.6360
H 1.4314 -3.3418 -1.4003
H -0.2072 -3.4173 -2.0010
H -0.2030 -4.2966 0.2619
H -1.2032 -3.6957 1.6372
H 0.4985 -3.8014 1.8335
H -0.8045 0.3053 5.2087
H -0.4161 1.9874 4.7763
H 0.7052 2.2205 -0.8469
H 0.0820 3.3368 0.2388
*
```

The LUMO energy is 0.60 eV. The calculation puts the frontier orbital gap at 8.902 eV. Its SMILES is C=CCn1c(=O)c2c(nc(Cc3c(F)cccc3F)n2C)n(Cc2ccco2)c1=O. The calculated total energy comes out at -39604.02057 eV.

---

# 7
Computed, not measured: C3H6O2S as an isolated structure in a non-equilibrium geometry, with ωB97M-V/def2-TZVPD.

The geometry in ORCA input format:
```
! wB97M-V def2-TZVPD RIJCOSX def2/J DEFGRID3
* xyz 0 1
O 0.6515 -1.1126 -2.3845
C 0.8111 -0.4745 -1.3057
O 1.6984 -1.1502 -0.3562
C 0.5121 0.8511 -0.9818
C 0.4699 1.3715 0.3949
S -0.6789 0.5053 1.4513
H 1.7423 -2.0406 -0.5193
H 0.2004 1.5336 -1.7290
H -3.8441 -1.6528 2.0486
H 0.1523 2.4081 0.3103
H 1.3561 1.4829 0.8844
H -3.0710 -1.7218 2.1871
*
```

The LUMO energy is -3.50 eV. The calculation puts the frontier orbital gap at 5.594 eV. The relative energy (zero: lowest compared OMol25 entry of this formula, charge and spin) is 127.0 kcal per mole. The calculated total energy comes out at -18133.43914 eV.

---

# 8
Computed, not measured: a 3-piece molecular cluster, C21H46ClN5O7S overall, with ωB97M-V/def2-TZVPD.

The geometry in ORCA input format:
```
! wB97M-V def2-TZVPD RIJCOSX def2/J DEFGRID3
* xyz 0 1
C 7.2140 0.8340 1.0861
C 6.5414 0.1672 -0.1201
C 5.0508 0.5309 -0.2856
C 4.6556 0.9429 -1.7148
C 4.5940 2.4605 -1.8993
C 3.4734 3.1630 -1.1356
C 2.0643 2.6378 -1.4151
C 1.0196 3.5265 -0.7352
C -0.3995 2.9639 -0.4786
C -0.6465 1.4534 -0.5792
C -0.4924 0.6076 0.6739
C 0.8163 0.8438 1.4551
C 0.8282 2.0556 2.4121
C 1.4355 1.7419 3.7831
Cl 0.6332 2.6449 5.0938
O -1.6338 0.8709 1.5759
S -1.7852 -0.3466 2.5846
O -3.1478 -0.7213 2.6537
O -1.0520 -0.1010 3.7754
O -0.9445 -1.4137 1.7361
C -0.8082 -0.8917 0.3764
C 0.1354 -1.7325 -0.4569
C 1.6054 -1.7844 -0.0718
N 2.2824 -2.6939 -1.0058
O -2.0723 -0.8838 -0.2061
C -2.7172 -2.1469 -0.4429
C -4.2068 -1.9504 -0.3113
H 8.0151 0.2145 1.4890
H 6.4966 0.9805 1.8950
H 7.6384 1.8033 0.8258
H 6.6290 -0.9142 -0.0029
H 7.0870 0.4197 -1.0315
H 4.4605 -0.3426 -0.0037
H 4.7839 1.3126 0.4287
H 5.4107 0.5561 -2.4037
H 3.7148 0.4782 -2.0205
H 4.5447 2.7249 -2.9586
H 5.5469 2.8661 -1.5396
H 3.4975 4.2326 -1.3607
H 3.6611 3.0798 -0.0594
H 1.9981 1.6029 -1.0778
H 1.9114 2.6176 -2.4998
H 1.4544 3.9101 0.1898
H 0.9028 4.4078 -1.3704
H -1.0804 3.4346 -1.1879
H -0.7391 3.2959 0.5038
H -1.6930 1.3222 -0.8593
H -0.0614 0.9926 -1.3771
H 1.5967 1.0023 0.7141
H 1.1025 -0.0535 2.0028
H 1.4576 2.8258 1.9661
H -0.1563 2.4969 2.5386
H 2.4776 2.0509 3.8205
H 1.3881 0.6832 4.0170
H -0.2238 -2.7597 -0.4695
H 0.0419 -1.3638 -1.4815
H 1.7091 -2.2111 0.9270
H 2.0486 -0.7859 -0.0872
H 2.1758 -2.3514 -1.9557
H 3.2793 -2.7070 -0.8228
H -2.3458 -2.9046 0.2488
H -2.4776 -2.4769 -1.4598
H -4.7307 -2.6986 -0.9019
H -4.5587 -2.0103 0.7131
H -4.4923 -0.9754 -0.7075
C -5.1073 -1.3507 -3.8846
O -5.1338 -2.4728 -3.4179
N -6.2031 -0.7719 -4.4652
N -3.9814 -0.5689 -3.8553
H -6.2030 0.1550 -4.8447
H -7.0463 -1.3138 -4.4879
H -3.1678 -0.9548 -3.4145
H -3.9468 0.3625 -4.2221
C -6.8106 -3.6170 2.2257
O -6.9102 -3.1252 1.1180
N -5.9994 -3.0829 3.1913
N -7.4972 -4.7446 2.5949
H -5.9026 -3.4736 4.1085
H -5.4827 -2.2541 2.9552
H -8.0966 -5.1595 1.9070
H -7.4250 -5.1624 3.5023
*
```

The LUMO energy is 0.38 eV. The calculation puts the frontier orbital gap at 10.055 eV. Its SMILES is CCCCCCCCCC[C@@]1(CCCCl)OS(=O)(=O)O[C@@]1(CCN)OCC.NC(N)=O.NC(N)=O. The calculated total energy comes out at -67665.56979 eV.